Computed, not measured: an isolated molecule of C23H32F3N3O, with ωB97M-V with the def2-TZVPD basis set.

Orbital gap: 8.71 eV
Energy relative to the best compared isomer or geometry (same formula, charge and spin): 0.0 kJ/mol
Highest occupied orbital energy: -8.017 eV
Structure (SMILES): CC1(CCC(=O)N2CCC[C@@H](N3CCN(c4cccc(C(F)(F)F)c4)CC3)C2)CC1

```
62
Properties=species:S:1:pos:R:3:forces:R:3
C 2.36128 4.31133 3.27489 0.1 0.1 0.0
C 3.54114 5.16892 2.87333 0.0 0.0 0.1
C 4.82015 4.39166 2.61993 0.0 0.1 -0.2
C 4.92364 3.80523 1.20336 0.0 0.0 0.3
C 3.95920 2.65330 0.99027 0.3 0.1 -0.2
O 4.09336 1.62485 1.63261 0.1 -0.1 0.3
N 2.98914 2.75809 0.04522 -0.2 -0.1 -0.2
C 2.57580 3.91994 -0.70665 -0.1 0.5 0.0
C 1.12017 4.27858 -0.39059 0.1 -0.1 -0.3
C 0.20336 3.08636 -0.64595 0.1 0.0 0.4
C 0.69622 1.89233 0.17637 0.1 0.2 -0.3
N -0.21244 0.76523 0.08370 0.0 -0.1 0.1
C -0.07814 -0.20668 1.15116 -0.3 -0.1 0.1
C -1.31031 -1.10876 1.13564 0.2 0.1 0.2
N -1.41236 -1.78829 -0.13854 0.4 0.4 0.0
C -1.97162 -3.04026 -0.23722 -0.3 -0.6 -0.2
C -1.67035 -4.03576 0.70694 0.0 0.1 0.1
C -2.17450 -5.31249 0.59252 -0.1 0.0 0.0
C -2.99510 -5.66528 -0.46796 -0.1 0.1 -0.2
C -3.29557 -4.69333 -1.40801 0.0 -0.2 0.1
C -4.18815 -4.99503 -2.57493 -0.3 0.0 -0.4
F -5.31885 -4.25835 -2.55792 0.0 0.1 0.2
F -3.59684 -4.71893 -3.75577 0.2 0.1 0.0
F -4.57781 -6.27467 -2.64199 0.1 -0.2 0.2
C -2.80484 -3.40093 -1.30245 0.1 0.1 0.1
C -1.47884 -0.84501 -1.23122 0.3 0.1 -0.2
C -0.24748 0.06481 -1.18375 -0.3 0.0 -0.1
C 2.15639 1.60061 -0.21857 -0.2 -0.4 0.4
C 3.29259 6.41229 2.06748 0.0 0.0 -0.2
C 3.64660 6.52083 3.52129 0.0 0.0 0.1
H 1.44426 4.89663 3.30103 -0.1 0.0 0.0
H 2.23193 3.48238 2.58360 -0.1 -0.1 0.0
H 2.52820 3.89231 4.26661 0.0 -0.1 0.1
H 4.88916 3.57001 3.33573 0.1 0.0 0.0
H 5.67938 5.04800 2.77427 0.0 0.0 0.0
H 5.91977 3.36753 1.09895 -0.1 0.0 -0.1
H 4.82438 4.59268 0.46126 0.1 0.0 0.0
H 3.20800 4.77499 -0.48153 0.0 -0.1 -0.1
H 2.66883 3.69119 -1.77692 0.0 0.1 0.0
H 0.82105 5.12583 -1.00967 0.0 0.1 0.0
H 1.04792 4.57770 0.65542 0.0 0.1 0.1
H -0.82379 3.32290 -0.36724 -0.1 0.0 0.0
H 0.21924 2.84363 -1.70990 0.0 0.0 -0.1
H 0.69288 2.19241 1.23144 0.1 0.0 -0.1
H -0.02526 0.31553 2.10809 0.0 0.0 0.0
H 0.82622 -0.82759 1.03903 0.0 0.0 0.1
H -1.25604 -1.82768 1.95002 0.0 0.0 0.0
H -2.20012 -0.47785 1.28566 0.0 0.0 0.1
H -1.01058 -3.81005 1.52990 0.1 0.0 0.1
H -1.91786 -6.05325 1.33441 0.0 -0.1 0.1
H -3.38767 -6.66423 -0.56286 0.0 -0.1 0.0
H -3.09817 -2.68048 -2.04875 0.0 0.1 0.0
H -1.47003 -1.38124 -2.18003 0.0 0.0 0.0
H -2.38551 -0.22532 -1.16889 0.0 0.0 -0.1
H -0.31517 0.78485 -1.99906 0.0 0.0 0.0
H 0.64975 -0.56016 -1.33290 0.0 0.0 -0.1
H 2.55674 0.76894 0.36315 0.0 0.1 -0.2
H 2.21586 1.36250 -1.28670 0.0 0.0 0.0
H 4.03692 6.72065 1.34799 0.1 0.0 -0.1
H 2.28208 6.64721 1.76747 -0.1 0.0 0.0
H 4.62371 6.89960 3.78044 0.1 0.0 0.0
H 2.87296 6.81587 4.21403 -0.1 0.0 0.0
```
Positions in Å, forces in eV/Å.

Computed, not measured: a structure of composition C23H32FFeN7OS3, with ωB97M-V with the def2-TZVPD basis set.

Orbital gap (alpha / beta): 7.62 / 6.18 eV
Energy relative to the best compared isomer or geometry (same formula, charge and spin): 259.1 kJ/mol
Total charge: +1
2S+1: 6
Highest occupied orbital energy (alpha / beta): -10.326 / -10.333 eV

```
68
Properties=species:S:1:pos:R:3:forces:R:3
Fe 0.31417 -0.97309 -1.05129 0.3 -0.2 -0.2
S 0.73142 1.20615 0.19513 -0.1 -0.1 -0.1
C -2.30780 1.25185 -0.62964 0.0 -0.4 -0.4
N -2.85001 1.50583 0.41977 0.2 0.0 0.2
N -2.35477 2.15744 1.50064 -0.2 0.2 -0.1
C -2.95625 1.97740 2.75551 0.2 0.0 -0.2
C -4.17854 1.33891 2.90328 -0.1 -0.1 0.0
C -4.71246 1.18582 4.17583 0.0 0.0 0.0
C -4.04502 1.66075 5.29540 0.0 0.0 0.0
C -2.82590 2.30358 5.13212 0.1 0.1 0.0
C -2.27731 2.46178 3.86871 0.0 0.1 0.2
N -2.08115 0.98470 -1.83559 -0.3 0.5 0.4
N -1.38986 -0.11712 -2.16824 0.0 -0.1 -0.5
C -1.59072 -0.46278 -3.50865 0.1 0.1 0.5
C -2.04253 0.45062 -4.46706 0.0 0.1 -0.2
C -2.17852 0.04517 -5.78483 0.0 0.0 0.1
C -1.88394 -1.26455 -6.15158 0.0 0.0 0.0
C -1.45273 -2.17614 -5.19056 0.0 0.0 0.0
C -1.30106 -1.78067 -3.87498 0.0 -0.2 -0.1
H -1.40333 2.48304 1.43700 0.1 -0.1 0.0
H -4.70191 0.96659 2.03319 0.0 0.0 0.0
H -5.66776 0.68934 4.28819 0.0 0.0 0.0
H -4.46939 1.53363 6.28200 0.0 0.0 0.0
H -2.29592 2.68978 5.99364 0.0 0.0 0.0
H -1.32633 2.97123 3.74369 0.0 0.0 0.0
H -2.25584 1.46787 -4.17089 0.0 0.0 0.0
H -2.52269 0.75161 -6.52953 0.0 0.0 0.0
H -2.00188 -1.57772 -7.18134 0.0 0.0 0.0
H -1.24377 -3.20105 -5.46960 0.0 0.0 0.0
H -0.99773 -2.48620 -3.11188 0.0 0.0 0.0
F -0.65111 -2.22968 -0.15250 -0.2 0.0 0.3
C 3.69611 0.57937 4.49941 0.0 -0.1 0.0
C 2.95100 0.82938 3.20292 0.0 -0.1 0.0
N 3.20949 -0.25464 2.24565 0.1 0.1 0.0
C 2.40136 -0.67138 1.29765 -0.2 0.0 0.0
S 2.72092 -1.75112 0.08236 -0.1 0.0 0.0
N 0.38085 -1.76950 2.74351 0.1 -0.1 0.1
C -0.00960 -1.65852 4.15686 -0.1 0.0 -0.1
C -1.41893 -1.14166 4.40498 -0.1 0.0 0.0
H 3.62041 1.45106 5.14741 0.0 0.0 0.0
H 4.75732 0.40161 4.31254 0.0 0.0 0.0
H 3.29386 -0.28537 5.02733 0.0 0.0 0.0
H 3.25597 1.77704 2.75693 0.0 0.0 -0.1
H 1.87708 0.87864 3.37845 0.0 0.0 0.0
H 4.14952 -0.62871 2.20593 0.0 0.0 0.1
H -0.07514 -2.54518 2.26810 0.0 0.1 -0.1
H 0.72612 -1.02929 4.66220 0.0 0.0 0.0
H 0.10352 -2.66516 4.55911 0.0 0.0 0.0
H -1.56067 -0.12335 4.03401 0.0 -0.1 0.0
H -1.62229 -1.11800 5.47571 0.0 0.0 0.0
H -2.16593 -1.78769 3.93741 0.0 0.0 0.0
N 0.10399 -0.61483 2.01027 -0.2 -0.2 0.1
C 1.02220 -0.09240 1.24149 0.2 0.5 0.1
H -0.86337 -0.36716 1.80871 0.0 0.1 0.2
O 1.34314 -1.20001 -2.73360 0.2 0.2 -0.3
S 2.21675 -1.60819 -3.90363 -0.2 -0.2 0.2
C 1.70465 -0.52259 -5.26186 0.0 0.1 -0.1
C 2.93991 0.25986 -5.69600 0.0 0.0 0.1
C 3.68289 0.58538 -4.40339 0.0 0.0 0.0
C 3.79013 -0.75001 -3.67297 0.1 0.1 0.0
H 0.94769 0.11494 -4.79883 0.0 0.0 -0.1
H 1.23872 -1.12247 -6.04021 0.0 0.0 0.0
H 2.66129 1.14616 -6.26407 0.0 0.0 0.0
H 3.57088 -0.35783 -6.33944 0.0 0.0 0.0
H 3.10673 1.29312 -3.80308 0.0 0.0 0.0
H 4.66550 1.01986 -4.58272 0.0 0.0 0.0
H 3.94285 -0.69117 -2.59552 0.0 0.0 0.0
H 4.55577 -1.39429 -4.10954 0.0 0.0 0.0
```
Positions in Å, forces in eV/Å.

Computed, not measured: an isolated molecule of C23H32FN3O3, with ωB97M-V with the def2-TZVPD basis set.

Orbital gap: 9.64 eV
Highest occupied orbital energy: -8.992 eV
Structure (SMILES): O=C(CC[C@H]1CCCN(C(=O)CCN2CCCCC2=O)C1)NCc1ccccc1F

```
62
Properties=species:S:1:pos:R:3:forces:R:3
O 1.39770 3.36382 -0.79806 0.2 0.2 -0.3
C 1.03058 2.47206 -0.06135 0.1 -0.4 0.4
C 1.73199 1.13141 0.06368 0.2 0.0 -0.3
C 2.21350 0.56891 -1.27633 -0.2 0.1 0.0
C 1.16858 0.60015 -2.40262 0.0 0.0 -0.1
C 1.54137 -0.38405 -3.51808 0.0 0.0 0.1
C 1.28150 -1.82790 -3.09082 -0.1 0.1 -0.1
C -0.16704 -2.00350 -2.62959 0.3 -0.4 -0.2
N -0.45147 -1.08105 -1.55432 0.0 0.2 -0.2
C -0.84278 -1.36703 -0.30711 -0.3 -0.4 0.1
O -0.98838 -0.49278 0.54547 -0.1 0.1 0.4
C -1.14301 -2.81423 0.05656 0.1 0.1 0.1
C 0.12529 -3.58817 0.44563 0.0 -0.1 -0.3
N 0.94008 -2.88925 1.41712 -0.3 -0.2 0.0
C 0.31685 -2.62274 2.69960 -0.1 0.1 0.5
C 1.33968 -2.30941 3.78071 -0.1 0.2 -0.2
C 2.24380 -1.19522 3.27506 0.1 -0.2 0.1
C 2.99800 -1.70746 2.05817 0.0 0.2 0.0
C 2.13228 -2.39509 1.02171 0.4 0.1 0.1
O 2.54485 -2.55129 -0.11852 0.2 0.0 -0.2
C -0.26665 0.29815 -1.96187 0.1 0.6 0.1
N -0.03672 2.59624 0.76597 -0.5 0.0 0.3
C -0.85326 3.78091 0.79675 0.1 0.4 0.0
C -2.29485 3.55849 0.41402 0.0 0.2 0.0
C -2.86812 2.30826 0.22711 0.0 0.1 0.0
C -4.20442 2.18523 -0.11951 -0.1 -0.1 0.0
C -4.99726 3.30677 -0.28179 0.0 0.0 0.0
C -4.45245 4.56563 -0.09217 0.2 0.1 0.0
C -3.11969 4.66713 0.25108 -0.1 -0.2 0.0
F -2.59373 5.89957 0.44312 0.0 -0.1 0.0
H 1.07008 0.41751 0.55166 0.0 0.0 0.1
H 2.60155 1.28309 0.70895 0.0 0.0 0.1
H 2.54808 -0.45356 -1.10133 0.1 0.0 0.0
H 3.07266 1.14947 -1.61643 0.0 0.0 0.0
H 1.15456 1.61658 -2.80895 0.0 -0.1 0.0
H 2.59208 -0.26247 -3.78377 0.0 0.0 -0.1
H 0.94330 -0.15986 -4.40573 0.0 0.0 -0.1
H 1.94507 -2.10653 -2.27230 0.0 -0.1 0.0
H 1.47283 -2.50318 -3.92634 0.0 -0.1 0.0
H -0.33202 -3.03293 -2.31962 -0.1 0.0 0.0
H -0.84875 -1.77743 -3.46138 0.0 -0.1 0.1
H -1.82078 -2.77844 0.91202 0.0 0.1 -0.1
H -1.65175 -3.33248 -0.75563 0.0 -0.1 0.0
H -0.16317 -4.56153 0.86041 0.0 0.1 -0.1
H 0.76114 -3.74848 -0.42779 -0.1 -0.1 0.1
H -0.26967 -3.50610 2.97490 0.0 0.1 0.0
H -0.36982 -1.77301 2.59236 0.0 -0.1 0.0
H 0.81780 -2.01294 4.69129 0.0 -0.1 0.0
H 1.93662 -3.19700 4.00090 0.0 0.0 0.1
H 2.95001 -0.88423 4.04669 0.0 0.1 0.0
H 1.63679 -0.32923 3.00368 0.0 0.1 0.0
H 3.53950 -0.90702 1.55190 0.0 -0.1 -0.1
H 3.74216 -2.44890 2.36653 0.0 0.0 0.0
H -0.57162 0.94580 -1.14404 -0.1 -0.1 -0.1
H -0.93493 0.48662 -2.81232 0.0 0.0 0.1
H -0.34917 1.79488 1.29237 0.2 -0.1 -0.1
H -0.82161 4.23259 1.79841 0.0 0.0 -0.2
H -0.39485 4.49027 0.09823 -0.1 -0.1 0.2
H -2.27726 1.41451 0.35522 0.1 -0.1 0.0
H -4.62588 1.20136 -0.26066 0.0 -0.1 0.0
H -6.03731 3.20746 -0.55229 -0.1 0.0 0.0
H -5.04184 5.46161 -0.20654 0.0 0.1 0.0
```
Positions in Å, forces in eV/Å.